1.
{"formula": "C3H4N2O2S", "method": "ωB97M-V/def2-TZVPD", "species": ["C", "C", "C", "H", "H", "H", "H", "N", "N", "O", "O", "S"], "xyz": [[2.088, 0.252, 0.124], [-0.037, 0.923, -0.255], [-2.126, -0.185, -0.077], [-0.556, -1.608, 0.698], [2.205, 1.279, 0.152], [0.443, 1.969, -0.314], [-2.881, -0.380, -0.688], [0.771, -0.078, -0.028], [-1.181, 0.821, -0.567], [2.962, -0.523, 0.373], [-1.871, -0.729, 1.099], [0.185, -1.741, -0.518]], "homo_energy_ev": -10.057, "fmax_ha_per_bohr": 0.2045, "multiplicity": 1, "energy_ha": -774.7859, "lumo_energy_ev": -0.29, "e_above_lowest_kj_mol": 370.0}

2.
{"formula": "C37H76N2O14PS2", "method": "ωB97M-V/def2-TZVPD", "species": ["C", "C", "O", "O", "C", "C", "C", "S", "O", "O", "N", "S", "O", "O", "P", "N", "H", "H", "H", "H", "H", "H", "H", "H", "H", "H", "H", "H", "C", "C", "C", "O", "C", "H", "H", "H", "H", "H", "H", "H", "H", "C", "C", "C", "O", "C", "H", "H", "H", "H", "H", "H", "H", "H", "C", "C", "C", "O", "C", "H", "H", "H", "H", "H", "H", "H", "H", "C", "C", "C", "O", "C", "H", "H", "H", "H", "H", "H", "H", "H", "C", "C", "C", "O", "C", "H", "H", "H", "H", "H", "H", "H", "H", "C", "C", "C", "O", "C", "H", "H", "H", "H", "H", "H", "H", "H", "C", "C", "C", "O", "C", "H", "H", "H", "H", "H", "H", "H", "H", "C", "C", "C", "O", "C", "H", "H", "H", "H", "H", "H", "H", "H"], "xyz": [[1.425, 0.479, -1.247], [0.806, 1.619, -0.285], [1.482, 2.103, 0.658], [-0.528, 2.097, -0.423], [-0.769, 2.650, -1.743], [-2.355, 2.943, -1.858], [-2.941, 3.714, -0.585], [-4.780, 3.811, -0.757], [-5.254, 4.343, -2.081], [-5.250, 4.800, 0.307], [-5.388, 2.285, -0.299], [-6.260, 1.509, -1.541], [-7.691, 1.992, -1.590], [-5.571, 1.477, -2.885], [-6.338, -0.585, -0.917], [-6.688, -1.565, -2.132], [0.647, 0.224, -2.036], [2.336, 0.923, -1.787], [1.684, -0.436, -0.623], [-0.504, 1.928, -2.597], [-0.176, 3.615, -1.944], [-2.519, 3.564, -2.801], [-2.863, 1.931, -1.966], [-2.746, 3.064, 0.346], [-2.435, 4.715, -0.363], [-5.023, -0.894, -0.445], [-7.258, -0.725, 0.193], [-5.865, -2.198, -2.248], [2.514, 3.362, 3.752], [2.232, 3.389, 5.238], [1.213, 4.507, 5.346], [0.477, 4.519, 4.116], [1.153, 3.677, 3.167], [2.920, 2.414, 3.398], [3.224, 4.156, 3.495], [1.780, 2.440, 5.546], [3.119, 3.560, 5.851], [1.702, 5.482, 5.453], [0.525, 4.368, 6.183], [0.556, 2.769, 3.041], [1.217, 4.186, 2.204], [0.304, -3.491, 1.808], [1.132, -4.603, 1.207], [1.657, -3.958, -0.061], [1.780, -2.555, 0.210], [1.115, -2.263, 1.448], [0.143, -3.595, 2.882], [-0.674, -3.450, 1.317], [1.965, -4.846, 1.874], [0.568, -5.518, 1.017], [0.951, -4.078, -0.890], [2.626, -4.359, -0.368], [1.884, -2.060, 2.201], [0.497, -1.370, 1.332], [1.639, -0.756, -6.315], [0.771, 0.477, -6.445], [0.589, 0.889, -4.997], [1.774, 0.480, -4.298], [2.535, -0.388, -5.150], [2.197, -0.998, -7.221], [1.019, -1.620, -6.053], [1.313, 1.256, -6.990], [-0.175, 0.297, -6.959], [-0.264, 0.374, -4.542], [0.448, 1.966, -4.882], [3.416, 0.163, -5.487], [2.866, -1.262, -4.583], [-4.286, -5.286, -4.351], [-3.521, -5.946, -3.226], [-3.563, -4.880, -2.149], [-4.785, -4.153, -2.331], [-5.353, -4.516, -3.598], [-4.700, -5.991, -5.074], [-3.632, -4.591, -4.887], [-4.055, -6.840, -2.888], [-2.505, -6.238, -3.497], [-2.733, -4.173, -2.256], [-3.534, -5.301, -1.141], [-6.231, -5.142, -3.404], [-5.676, -3.618, -4.127], [7.253, -1.617, -7.227], [6.974, -1.584, -5.741], [5.959, -0.462, -5.636], [5.221, -0.453, -6.867], [5.891, -1.300, -7.811], [7.656, -2.569, -7.577], [7.965, -0.827, -7.488], [6.519, -2.529, -5.428], [7.862, -1.414, -5.130], [6.452, 0.511, -5.533], [5.273, -0.595, -4.797], [5.290, -2.208, -7.932], [5.956, -0.794, -8.777], [2.650, -3.959, 6.563], [4.074, -3.700, 6.124], [4.092, -4.307, 4.735], [2.766, -4.172, 4.206], [1.884, -3.779, 5.268], [2.307, -3.293, 7.357], [2.553, -4.991, 6.916], [4.253, -2.621, 6.063], [4.825, -4.132, 6.788], [4.331, -5.376, 4.772], [4.804, -3.813, 4.071], [1.615, -2.729, 5.109], [0.974, -4.382, 5.231], [0.484, 8.611, 4.469], [-0.613, 9.408, 3.797], [0.047, 9.814, 2.493], [0.976, 8.776, 2.157], [1.130, 7.910, 3.291], [0.120, 7.918, 5.230], [1.202, 9.291, 4.940], [-1.472, 8.760, 3.595], [-0.959, 10.261, 4.383], [0.612, 10.747, 2.607], [-0.672, 9.940, 1.680], [0.622, 6.967, 3.064], [2.190, 7.703, 3.455], [-4.138, -3.408, 4.330], [-3.740, -1.950, 4.380], [-2.823, -1.832, 3.178], [-3.284, -2.785, 2.208], [-4.234, -3.657, 2.837], [-5.067, -3.628, 4.858], [-3.343, -4.025, 4.762], [-4.623, -1.319, 4.239], [-3.257, -1.658, 5.314], [-1.791, -2.091, 3.438], [-2.832, -0.831, 2.741], [-5.228, -3.400, 2.456], [-4.014, -4.693, 2.570]], "homo_energy_ev": -5.389, "fmax_ha_per_bohr": 0.1065, "multiplicity": 1, "total_charge": -1, "energy_ha": -3755.7794, "lumo_energy_ev": 1.76}

3.
{"formula": "C11H19AuN5OPS", "method": "ωB97M-V/def2-TZVPD", "species": ["Au", "C", "N", "C", "N", "C", "N", "C", "P", "C", "C", "H", "H", "H", "H", "H", "H", "H", "H", "H", "H", "H", "H", "C", "C", "C", "O", "H", "H", "H", "H", "H", "H", "H", "N", "C", "S", "C", "N"], "xyz": [[-0.229, 0.366, -0.583], [-1.535, 1.478, 4.677], [-1.865, 2.163, 3.428], [-3.215, 1.786, 3.014], [-3.382, 0.339, 2.889], [-3.013, -0.299, 4.152], [-1.656, 0.033, 4.559], [-0.679, -0.508, 3.639], [-0.811, 0.125, 1.869], [-0.898, 1.960, 2.385], [-2.690, -0.194, 1.749], [-2.230, 1.813, 5.448], [-0.519, 1.740, 4.975], [-3.444, 2.259, 2.058], [-3.916, 2.147, 3.767], [-3.115, -1.381, 4.054], [-3.694, 0.054, 4.928], [-0.778, -1.596, 3.602], [0.326, -0.268, 3.994], [-1.170, 2.527, 1.492], [0.096, 2.274, 2.711], [-2.853, -1.270, 1.664], [-3.033, 0.287, 0.830], [2.558, -1.208, 2.599], [1.544, -1.763, 1.617], [0.978, -3.107, 2.030], [0.488, -0.805, 1.356], [3.442, -1.845, 2.600], [2.156, -1.171, 3.613], [2.862, -0.205, 2.298], [2.010, -1.856, 0.635], [0.567, -3.076, 3.041], [1.770, -3.855, 2.000], [0.195, -3.413, 1.336], [-2.297, 2.415, -1.690], [-1.519, 1.654, -1.305], [2.543, -0.939, -3.979], [1.846, -0.779, -2.557], [1.356, -0.689, -1.481]], "homo_energy_ev": -7.828, "fmax_ha_per_bohr": 0.0537, "multiplicity": 1, "energy_ha": -1654.7184, "lumo_energy_ev": -1.43, "e_above_lowest_kj_mol": 259.8}

4.
{"formula": "C3H13NO2", "method": "ωB97M-V/def2-TZVPD", "species": ["C", "N", "C", "C", "H", "H", "H", "H", "H", "H", "H", "H", "H", "H", "H", "O", "H", "H", "O"], "xyz": [[-0.344, 1.444, -1.290], [0.594, 1.177, -0.184], [1.913, 1.581, -0.634], [0.191, 1.849, 1.071], [0.207, 1.088, -2.149], [-0.710, 2.469, -1.470], [-1.250, 0.861, -1.146], [2.723, 1.409, 0.066], [2.140, 0.949, -1.500], [2.021, 2.619, -1.026], [1.024, 1.680, 1.736], [-0.711, 1.368, 1.435], [-0.154, 2.892, 0.898], [-1.486, -3.198, 1.116], [-2.486, -3.767, 0.153], [-2.427, -3.167, 0.913], [0.319, -1.180, -0.099], [1.067, -2.607, 0.143], [0.240, -2.129, 0.119]], "homo_energy_ev": -9.117, "fmax_ha_per_bohr": 0.0289, "multiplicity": 1, "energy_ha": -327.2969, "lumo_energy_ev": 0.79, "e_above_lowest_kj_mol": 118.0}

5.
{"formula": "C39H39BrN8O7PTi", "method": "ωB97M-V/def2-TZVPD", "species": ["Ti", "O", "C", "O", "C", "C", "C", "C", "C", "C", "O", "N", "O", "O", "N", "O", "O", "H", "H", "N", "C", "N", "C", "N", "N", "C", "N", "C", "C", "C", "C", "C", "N", "H", "H", "H", "H", "H", "H", "H", "H", "Br", "C", "C", "C", "C", "C", "C", "C", "C", "C", "C", "H", "H", "H", "H", "H", "H", "C", "C", "C", "C", "P", "C", "C", "C", "C", "C", "C", "C", "C", "C", "C", "H", "H", "H", "H", "H", "H", "H", "H", "H", "H", "H", "H", "H", "H", "H", "H", "H", "H", "H", "H", "H", "H", "H"], "xyz": [[-1.104, 0.538, 2.002], [1.712, 0.672, 4.310], [0.906, 0.011, 3.701], [-0.379, 0.293, 3.621], [1.260, -1.270, 2.975], [2.056, -2.211, 3.578], [2.229, -3.456, 2.980], [1.569, -3.771, 1.812], [0.782, -2.826, 1.177], [0.652, -1.506, 1.707], [0.049, -0.522, 1.084], [0.001, -3.291, 0.050], [-1.004, -2.680, -0.236], [0.365, -4.305, -0.520], [3.049, -4.460, 3.632], [3.602, -4.151, 4.672], [3.138, -5.553, 3.103], [2.532, -1.996, 4.525], [1.642, -4.765, 1.396], [1.785, 1.930, 1.198], [0.929, 2.858, 1.627], [1.389, 4.087, 1.822], [0.490, 4.970, 2.247], [0.883, 6.243, 2.387], [-0.795, 4.691, 2.526], [-1.158, 3.441, 2.345], [-0.357, 2.480, 1.837], [-2.497, 3.012, 2.733], [-3.482, 3.927, 3.090], [-4.725, 3.472, 3.471], [-4.938, 2.099, 3.511], [-3.912, 1.251, 3.150], [-2.711, 1.673, 2.739], [2.702, 2.263, 0.961], [1.435, 1.107, 0.715], [1.852, 6.479, 2.271], [0.236, 6.906, 2.770], [-3.236, 4.978, 3.056], [-5.514, 4.160, 3.740], [-5.891, 1.693, 3.815], [-4.046, 0.179, 3.187], [-2.334, 1.276, -0.367], [-3.393, -0.354, -0.432], [-4.126, -0.592, -1.555], [-4.911, -1.758, -1.619], [-4.912, -2.641, -0.577], [-4.104, -2.423, 0.562], [-4.010, -3.391, 1.590], [-3.189, -3.183, 2.661], [-2.440, -1.989, 2.766], [-2.484, -1.004, 1.799], [-3.323, -1.236, 0.671], [-4.098, 0.096, -2.389], [-5.498, -1.949, -2.507], [-5.519, -3.538, -0.613], [-4.582, -4.306, 1.496], [-3.105, -3.937, 3.435], [-1.812, -1.863, 3.644], [2.710, 2.136, -4.085], [1.714, 1.998, -2.935], [1.954, 3.145, -1.946], [0.294, 2.154, -3.498], [1.648, 0.382, -1.899], [0.783, -0.699, -3.116], [1.273, -1.107, -4.357], [0.534, -1.962, -5.159], [-0.696, -2.439, -4.726], [-1.205, -2.024, -3.507], [-0.472, -1.148, -2.719], [3.358, -0.493, -1.755], [3.825, -0.225, -0.317], [3.128, -2.002, -1.893], [4.476, -0.070, -2.705], [2.405, 2.985, -4.704], [2.725, 1.258, -4.729], [3.720, 2.328, -3.728], [1.912, 4.099, -2.479], [2.934, 3.065, -1.470], [1.182, 3.164, -1.177], [0.148, 3.186, -3.828], [-0.466, 1.930, -2.747], [0.135, 1.492, -4.348], [2.239, -0.767, -4.706], [0.932, -2.277, -6.115], [-1.245, -3.148, -5.333], [-2.153, -2.400, -3.144], [-0.859, -0.833, -1.762], [3.095, -0.574, 0.416], [4.006, 0.840, -0.154], [4.762, -0.756, -0.130], [2.228, -2.322, -1.366], [3.977, -2.541, -1.464], [3.031, -2.305, -2.934], [4.792, 0.957, -2.522], [4.182, -0.166, -3.749], [5.340, -0.721, -2.544]], "homo_energy_ev": [-6.644, -8.003], "fmax_ha_per_bohr": 0.0695, "multiplicity": 2, "energy_ha": -6239.1323, "lumo_energy_ev": [-1.12, -1.11], "e_above_lowest_kj_mol": 73.3}

6.
{"formula": "C19H26Br8Cl2O2", "method": "ωB97M-V/def2-TZVPD", "species": ["O", "C", "C", "C", "Cl", "Cl", "C", "C", "C", "C", "C", "C", "C", "C", "O", "H", "H", "H", "H", "H", "H", "H", "H", "H", "H", "Br", "C", "C", "Br", "H", "H", "H", "H", "Br", "C", "C", "Br", "H", "H", "H", "H", "Br", "C", "C", "Br", "H", "H", "H", "H", "Br", "C", "C", "Br", "H", "H", "H", "H"], "xyz": [[2.270, -3.377, 0.295], [2.343, -2.178, 0.292], [3.552, -1.257, -0.051], [2.740, -0.229, -0.873], [2.272, -1.192, -2.318], [3.706, 1.168, -1.425], [1.641, 0.036, 0.190], [0.335, 0.771, -0.223], [-0.816, -0.231, -0.378], [-1.625, -0.564, 0.695], [-2.621, -1.511, 0.498], [-2.771, -2.069, -0.744], [-1.985, -1.730, -1.824], [-0.989, -0.785, -1.647], [1.347, -1.311, 0.642], [3.823, -0.865, 0.936], [4.280, -1.848, -0.602], [2.033, 0.507, 1.109], [0.463, 1.319, -1.164], [0.048, 1.522, 0.521], [-1.406, -0.077, 1.630], [-3.251, -1.778, 1.342], [-3.536, -2.830, -0.885], [-2.103, -2.163, -2.813], [-0.343, -0.479, -2.460], [5.364, 4.635, -0.297], [5.658, 4.075, 1.543], [5.090, 2.706, 1.800], [3.152, 2.759, 1.978], [5.225, 4.841, 2.179], [6.739, 4.068, 1.670], [5.452, 2.314, 2.749], [5.313, 1.996, 1.009], [-4.522, -0.002, 5.086], [-4.429, 1.859, 4.522], [-4.694, 2.002, 3.047], [-3.149, 1.452, 1.989], [-3.452, 2.229, 4.816], [-5.197, 2.370, 5.100], [-4.863, 3.047, 2.791], [-5.535, 1.408, 2.704], [-3.156, 1.827, -2.011], [-3.573, 3.669, -2.475], [-4.222, 4.389, -1.323], [-6.087, 3.872, -1.111], [-4.192, 3.641, -3.366], [-2.615, 4.127, -2.717], [-4.244, 5.462, -1.505], [-3.732, 4.193, -0.373], [1.245, -8.440, -3.046], [2.464, -6.952, -2.740], [1.889, -5.953, -1.771], [0.530, -4.843, -2.608], [2.685, -6.521, -3.711], [3.365, -7.404, -2.330], [2.657, -5.258, -1.438], [1.427, -6.417, -0.905]], "homo_energy_ev": -8.862, "fmax_ha_per_bohr": 0.0350, "multiplicity": 1, "energy_ha": -22402.5612, "lumo_energy_ev": 0.27}

7.
{"formula": "C30H24BCoF8N6O5S2", "method": "ωB97M-V/def2-TZVPD", "species": ["Co", "C", "C", "N", "N", "C", "B", "N", "C", "C", "C", "N", "N", "C", "C", "C", "N", "H", "H", "H", "H", "H", "H", "H", "H", "H", "H", "F", "C", "F", "F", "S", "O", "O", "O", "F", "C", "C", "F", "C", "F", "C", "O", "C", "F", "C", "F", "O", "S", "C", "C", "C", "C", "C", "C", "C", "C", "C", "C", "C", "C", "C", "C", "H", "H", "H", "H", "H", "H", "H", "H", "H", "H", "H", "H", "H", "H"], "xyz": [[-0.185, 0.247, 0.793], [-3.242, 2.135, 2.872], [-2.598, 0.964, 2.478], [-1.543, 1.258, 1.726], [-1.481, 2.608, 1.625], [-2.498, 3.150, 2.304], [-0.435, 3.293, 0.716], [0.932, 2.846, 1.226], [2.035, 3.509, 1.590], [2.941, 2.597, 2.095], [2.299, 1.362, 2.003], [1.088, 1.535, 1.482], [-0.637, 2.658, -0.672], [-1.108, 3.149, -1.825], [-1.433, 2.090, -2.650], [-1.149, 0.950, -1.898], [-0.664, 1.316, -0.717], [-4.117, 2.221, 3.489], [-2.844, -0.056, 2.708], [-2.615, 4.219, 2.333], [-0.561, 4.481, 0.697], [2.084, 4.579, 1.490], [3.921, 2.790, 2.490], [2.636, 0.388, 2.310], [-1.174, 4.213, -1.974], [-1.825, 2.130, -3.650], [-1.273, -0.092, -2.130], [2.250, -3.836, 2.495], [0.994, -3.494, 2.820], [0.233, -3.727, 1.742], [0.590, -4.301, 3.794], [0.909, -1.717, 3.390], [-0.112, -1.705, 4.386], [2.262, -1.446, 3.796], [0.575, -0.974, 2.154], [-3.905, -5.847, 0.462], [-3.285, -4.666, 0.373], [-2.879, -4.174, -0.855], [-3.113, -4.877, -1.968], [-2.238, -2.956, -0.929], [-1.862, -2.506, -2.146], [-1.944, -2.161, 0.194], [-1.330, -1.022, -0.035], [-2.388, -2.688, 1.407], [-2.174, -2.022, 2.551], [-3.034, -3.910, 1.499], [-3.414, -4.359, 2.697], [1.326, -0.345, -0.415], [1.960, -1.732, -0.316], [3.645, -1.476, -0.888], [4.487, -0.769, 0.138], [4.644, -1.291, 1.418], [5.439, -0.636, 2.345], [6.097, 0.536, 1.994], [5.941, 1.061, 0.719], [5.130, 0.415, -0.202], [1.305, -2.670, -1.724], [1.814, -2.265, -3.073], [1.492, -1.022, -3.614], [2.007, -0.640, -4.843], [2.844, -1.495, -5.548], [3.166, -2.735, -5.016], [2.656, -3.114, -3.783], [3.598, -0.923, -1.826], [4.019, -2.483, -1.096], [4.124, -2.194, 1.709], [5.536, -1.041, 3.343], [6.725, 1.041, 2.716], [6.444, 1.978, 0.443], [4.995, 0.832, -1.193], [0.230, -2.520, -1.615], [1.524, -3.716, -1.499], [0.854, -0.348, -3.060], [1.750, 0.328, -5.252], [3.241, -1.197, -6.509], [3.814, -3.408, -5.561], [2.909, -4.085, -3.371]], "homo_energy_ev": -8.214, "fmax_ha_per_bohr": 0.0126, "multiplicity": 1, "energy_ha": -4865.3591, "lumo_energy_ev": -0.62, "e_above_lowest_kj_mol": 83.9}

8.
{"formula": "C2H6NP", "method": "ωB97M-V/def2-TZVPD", "species": ["C", "C", "N", "P", "H", "H", "H", "H", "H", "H"], "xyz": [[-0.687, 0.070, 0.174], [1.596, 0.714, 0.080], [0.224, 0.880, 0.248], [-2.468, -0.029, 0.153], [0.703, -1.489, -0.338], [1.654, -0.412, -0.431], [1.774, 0.707, 1.102], [2.143, 1.442, -0.434], [-2.595, -1.465, 0.527], [-2.343, -0.419, -1.081]], "homo_energy_ev": -7.954, "fmax_ha_per_bohr": 0.0713, "multiplicity": 1, "energy_ha": -475.7012, "lumo_energy_ev": 0.31, "e_above_lowest_kj_mol": 409.4}